# C28H53NO24

A 9-piece molecular cluster, C28H53NO24 overall at a distorted geometry (ωB97M-V with the def2-TZVPD basis set, the Open Molecules 2025 dataset).

Summary:
HOMO energy, hartree: -0.3009
Structure (SMILES): c1cc[nH]c1.COC(=O)OC.COC(=O)OC.COC(=O)OC.COC(=O)OC.COC(=O)OC.COC(=O)OC.COC(=O)OC.COC(=O)OC
Total energy, a.u.: -2959.20108
ΔE to the lowest compared entry with this formula, charge and spin, kJ/mol: 0.0

Each line ends with the Löwdin charge.
Geometry (Å):
C1 2.966 1.151 5.439  -0.11
C2 2.029 1.415 6.476  -0.13
C3 1.341 2.571 6.158  -0.16
N1 1.783 2.951 4.938  0.01
C4 2.706 2.079 4.460  -0.15
H1 3.641 0.304 5.403  0.09
H2 1.915 0.827 7.424  0.10
H3 0.573 3.042 6.778  0.11
H4 1.454 3.814 4.477  0.14
H5 3.260 2.198 3.546  0.11
C5 2.379 4.844 0.540  0.02
O1 0.936 4.896 0.317  0.00
C6 0.188 4.879 1.377  -0.65
O2 0.594 4.823 2.556  0.05
O3 -1.052 4.775 1.033  0.03
C7 -1.909 4.161 2.063  0.03
H6 2.934 5.308 -0.262  0.10
H7 2.493 3.791 0.702  0.07
H8 2.591 5.358 1.480  0.09
H9 -1.801 4.728 2.975  0.09
H10 -1.555 3.149 2.223  0.07
H11 -2.946 4.217 1.768  0.10
C8 0.784 -3.738 -2.404  -0.01
O4 -0.358 -3.584 -3.250  -0.01
C9 -1.287 -4.488 -3.154  -0.62
O5 -1.494 -5.335 -2.308  0.13
O6 -2.041 -4.296 -4.249  0.01
C10 -3.273 -4.910 -4.331  -0.07
H12 0.560 -3.784 -1.349  0.09
H13 1.440 -2.884 -2.420  0.08
H14 1.307 -4.670 -2.694  0.12
H15 -3.275 -5.912 -3.901  0.10
H16 -3.424 -5.038 -5.375  0.09
H17 -4.116 -4.375 -3.978  0.08
C11 0.755 -1.508 -5.655  -0.03
O7 1.715 -0.561 -5.265  0.03
C12 2.888 -0.711 -5.781  -0.67
O8 3.172 -1.577 -6.572  0.13
O9 3.722 0.134 -5.183  -0.01
C13 5.058 0.169 -5.748  -0.03
H18 0.495 -1.401 -6.731  0.12
H19 -0.130 -1.315 -5.089  0.08
H20 1.065 -2.498 -5.437  0.09
H21 5.647 -0.771 -5.498  0.11
H22 5.583 1.019 -5.285  0.09
H23 4.994 0.283 -6.837  0.10
C14 5.074 -2.106 0.006  -0.04
O10 4.413 -1.587 1.168  0.00
C15 3.262 -2.216 1.403  -0.64
O11 2.826 -3.109 0.713  0.11
O12 2.771 -1.787 2.547  0.01
C16 1.523 -2.249 3.055  -0.02
H24 4.430 -1.892 -0.823  0.08
H25 5.315 -3.151 0.160  0.10
H26 5.978 -1.506 -0.089  0.10
H27 1.476 -3.321 3.296  0.11
H28 0.712 -1.996 2.411  0.08
H29 1.394 -1.659 3.914  0.07
C17 -1.794 -1.087 -1.682  0.03
O13 -2.440 -2.349 -1.296  -0.02
C18 -3.764 -2.372 -1.023  -0.58
O14 -4.406 -1.321 -0.791  0.06
O15 -4.127 -3.617 -0.898  0.01
C19 -5.531 -3.921 -0.913  -0.03
H30 -2.475 -0.273 -1.677  0.06
H31 -1.368 -1.329 -2.689  0.10
H32 -0.973 -0.944 -1.001  0.07
H33 -6.096 -3.334 -0.142  0.10
H34 -5.610 -5.002 -0.671  0.11
H35 -6.044 -3.685 -1.855  0.10
C20 -0.101 3.208 -2.032  0.00
O16 -1.051 2.435 -1.243  0.00
C21 -2.310 2.687 -1.517  -0.60
O17 -2.789 3.407 -2.353  0.13
O18 -3.070 1.960 -0.639  -0.04
C22 -4.473 1.938 -0.678  -0.06
H36 -0.471 4.226 -2.237  0.11
H37 0.040 2.570 -2.967  0.13
H38 0.817 3.221 -1.451  0.06
H39 -4.814 2.855 -1.199  0.10
H40 -4.879 1.917 0.314  0.08
H41 -4.927 1.096 -1.211  0.08
C23 -3.270 -1.130 2.127  0.01
O19 -2.927 -1.173 3.535  0.05
C24 -2.734 -0.053 4.115  -0.68
O20 -2.547 1.031 3.592  0.09
O21 -2.589 -0.257 5.395  0.03
C25 -2.154 0.883 6.167  -0.02
H42 -2.433 -0.802 1.507  0.09
H43 -4.053 -0.372 1.905  0.11
H44 -3.481 -2.162 1.904  0.09
H45 -1.878 1.765 5.570  0.09
H46 -1.288 0.524 6.738  0.10
H47 -2.890 1.209 6.845  0.07
C26 3.294 0.863 -1.663  0.02
O22 2.440 1.645 -0.795  -0.02
C27 1.672 0.902 -0.048  -0.66
O23 1.349 -0.249 -0.260  0.12
O24 1.358 1.626 0.987  0.01
C28 0.362 1.186 1.916  0.01
H48 3.727 1.587 -2.360  0.11
H49 2.700 0.038 -2.021  0.08
H50 4.018 0.413 -0.957  0.10
H51 -0.503 0.850 1.400  0.08
H52 0.218 2.042 2.597  0.09
H53 0.779 0.400 2.521  0.08